Computed, not measured: C22H34AsN3PtSSi2 as an isolated structure at a distorted geometry, with the ωB97M-V functional and the def2-TZVPD basis.

Properties
ΔE to the lowest compared entry with this formula, charge and spin: 177.34 kJ/mol
orbital gap: 6.29 eV
LUMO level: -0.7183 eV
HOMO: -7.0 eV

Each line ends with the Löwdin charge.
Element x y z (Å)
Pt (0.063, -0.267, 0.908)  0.596
N (-0.265, -4.342, 1.899)  0.194
C (-1.576, -4.225, 1.515)  -0.187
C (-2.603, -5.145, 1.411)  -0.013
C (-3.847, -4.662, 1.038)  -0.082
C (-4.050, -3.315, 0.748)  -0.083
C (-3.016, -2.399, 0.802)  -0.025
C (-1.768, -2.862, 1.200)  -0.241
N (-0.592, -2.191, 1.392)  -0.023
C (0.294, -3.085, 1.843)  -0.237
C (1.593, -2.722, 2.274)  -0.323
C (2.633, -3.532, 2.699)  -0.324
S (3.966, -2.571, 3.210)  1.034
C (3.041, -1.156, 2.813)  -0.423
N (1.874, -1.383, 2.346)  -0.017
H (0.178, -5.163, 2.269)  0.164
H (-2.438, -6.192, 1.616)  0.110
H (-4.679, -5.347, 0.975)  0.103
H (-5.038, -2.983, 0.465)  0.106
H (-3.161, -1.358, 0.553)  0.113
H (2.687, -4.601, 2.727)  0.066
H (3.438, -0.173, 2.968)  0.083
C (0.113, -1.768, -4.446)  -0.236
Si (-0.859, -1.414, -2.829)  0.242
C (-1.459, -3.140, -2.254)  -0.220
C (-2.388, -0.364, -3.314)  -0.213
As (0.792, -0.538, -1.377)  0.636
Si (0.879, 1.726, -2.117)  0.256
C (1.173, 1.808, -4.009)  -0.233
C (-0.683, 2.748, -1.676)  -0.215
C (2.438, 2.445, -1.278)  -0.238
H (-0.507, -2.236, -5.203)  0.022
H (0.950, -2.431, -4.243)  0.019
H (0.518, -0.855, -4.867)  -0.006
H (-1.914, -3.692, -3.070)  0.025
H (-2.193, -3.081, -1.458)  -0.012
H (-0.626, -3.733, -1.886)  0.019
H (-2.918, -0.821, -4.144)  0.021
H (-2.085, 0.630, -3.626)  -0.003
H (-3.087, -0.257, -2.491)  0.016
H (0.290, 1.497, -4.557)  0.003
H (1.994, 1.161, -4.308)  0.019
H (1.414, 2.818, -4.324)  0.020
H (-1.503, 2.546, -2.357)  0.004
H (-0.488, 3.815, -1.705)  0.017
H (-1.003, 2.497, -0.667)  -0.009
H (3.325, 1.896, -1.587)  0.018
H (2.342, 2.338, -0.201)  -0.014
H (2.590, 3.494, -1.513)  0.019
C (0.179, 4.375, 3.687)  -0.058
C (1.021, 3.991, 2.463)  -0.636
C (2.509, 3.944, 2.841)  -0.055
C (0.796, 5.015, 1.343)  -0.049
C (0.613, 2.670, 1.988)  -0.181
C (0.275, 1.592, 1.540)  -0.279
H (0.420, 5.387, 4.003)  0.079
H (0.382, 3.697, 4.513)  0.080
H (-0.885, 4.324, 3.461)  0.085
H (2.849, 4.929, 3.155)  0.080
H (3.116, 3.620, 1.997)  0.076
H (2.674, 3.242, 3.655)  0.078
H (1.050, 6.017, 1.687)  0.081
H (-0.246, 5.013, 1.028)  0.085
H (1.413, 4.773, 0.481)  0.069